1.
19
Properties=species:S:1:pos:R:3 method="wB97M-V/def2-TZVPD" smiles="CN(C)C=O.C#CC" gap_ev=10.0 total_energy_ev=-9935.9671
N 1.050 -0.550 -0.486
H 0.424 -0.425 -2.476
H -2.575 2.144 -0.195
O 1.369 -0.695 1.810
C -2.168 0.818 1.404
C 0.701 -0.902 0.805
C 2.384 -0.041 -0.730
H -0.768 -1.119 -1.350
H 2.725 0.560 0.118
H 2.383 0.581 -1.629
H -2.774 -0.658 3.013
H -0.284 -1.394 0.858
C -2.503 0.037 2.251
H -1.032 1.299 -0.318
H -1.214 2.621 0.839
C -1.726 1.769 0.382
H 3.063 -0.888 -0.861
H 0.648 -2.083 -1.831
C 0.295 -1.074 -1.605

=====

2.
19
Properties=species:S:1:pos:R:3 method="wB97M-V/def2-TZVPD" smiles="CN1CCC[C@H]1C=O" gap_ev=9.7 total_energy_ev=-9936.9169
C 1.015 1.375 -0.201
H 1.557 -0.304 -1.460
H 1.428 2.032 -0.970
C 1.382 -0.066 -0.411
O -2.991 -0.204 -1.266
C -0.502 1.402 -0.363
H -1.097 2.183 0.111
H 2.291 -0.407 0.087
H 1.366 1.746 0.764
H -1.529 -0.053 0.922
H -1.442 -1.524 -1.544
C -0.960 -0.031 -0.007
H -0.813 1.683 -1.385
H 0.183 -0.746 2.260
H 1.458 -1.796 1.501
H -0.121 -2.361 1.477
C -1.902 -0.645 -1.053
C 0.436 -1.418 1.441
N 0.241 -0.867 0.097

=====

3.
19
Properties=species:S:1:pos:R:3 method="wB97M-V/def2-TZVPD" gap_ev="7.5 / 7.5" total_energy_ev=-9932.0048
C -1.121 0.332 -0.344
N -1.118 1.090 2.101
C 0.817 -0.037 -0.763
H 2.427 -1.847 0.597
C 1.474 -1.596 1.076
C 1.604 0.875 -1.408
C -1.143 0.579 0.888
C -2.125 0.342 -1.429
H -0.255 1.509 2.428
H -2.334 -0.684 -1.746
H -3.071 0.791 -1.124
H 1.534 -1.650 2.165
H 0.746 -2.337 0.715
H 2.273 0.570 -2.195
O 1.089 -0.283 0.731
H -1.708 0.878 -2.285
H 0.747 -1.005 -1.261
H 1.776 1.857 -0.991
H -1.613 0.616 2.845